Computed, not measured: C24H32CdCl2N3O3 as an isolated structure at a distorted geometry, with wB97M-V/def2-TZVPD.

Results
- ΔE to the lowest compared entry with this formula, charge and spin (kcal/mol) = 0.00
- Kohn-Sham gap (eV) = 6.15
- charge = -1

Each line ends with the Mulliken charge.
Cartesian coordinates (Å):
O1 -1.54278 -0.79569 1.60067  -1.012
C1 -1.43269 -2.12999 1.93783  0.709
C2 -0.96287 -2.11518 3.38734  -0.385
C3 -0.14787 -1.08433 3.89647  -0.202
H1 0.17998 -0.25869 3.24561  0.263
C4 0.27447 -1.17374 5.22240  -0.582
H2 0.92649 -0.38731 5.61004  0.387
C5 -0.14326 -2.25068 6.02533  -0.404
H3 0.18376 -2.30979 7.06750  0.328
C6 -0.98128 -3.24560 5.50060  -0.624
H4 -1.32133 -4.07946 6.11054  0.353
C7 -1.40058 -3.17309 4.17307  -0.170
H5 -2.04285 -3.93109 3.70329  0.316
H6 -2.50687 -2.36288 1.84767  0.268
C8 -1.40889 -3.35007 -0.29533  -1.176
C9 -0.69873 -3.14245 1.02353  -0.201
H7 -1.12117 -4.30942 -0.74506  0.361
H8 -1.14796 -2.57145 -1.02918  0.065
H9 -2.50458 -3.25271 -0.13789  0.376
C10 0.49239 -3.63783 1.40367  0.479
C11 1.37350 -4.55437 0.57112  -1.452
H10 0.93680 -3.33330 2.36437  0.243
H11 1.51776 -5.50565 1.10381  0.391
H12 2.38115 -4.12391 0.42295  0.281
H13 0.91924 -4.76873 -0.41605  0.274
Cd1 0.06850 -0.18938 0.04314  2.188
Cl1 1.97320 0.51419 1.59758  -0.694
Cl2 1.33148 -2.21546 -0.78163  -0.750
C12 2.21481 0.36613 -1.92130  0.175
O2 1.02829 0.76275 -1.85490  -0.782
N1 2.97367 0.92651 -2.85473  0.322
C13 2.29481 1.67023 -3.91568  -0.905
C14 4.40427 0.82975 -2.82150  -1.003
H14 2.66136 -0.43744 -1.27721  0.173
H15 1.21264 1.71763 -3.72606  0.196
H16 2.48690 1.16269 -4.86530  0.325
H17 2.72110 2.67497 -3.96045  0.306
H18 4.67292 0.38562 -1.85580  0.303
H19 4.81498 1.83676 -2.92313  0.296
H20 4.72916 0.18983 -3.64646  0.352
H21 -3.42483 -0.39279 -4.22657  0.305
H22 -5.42230 0.58578 -2.62113  0.308
C15 -3.38929 -1.14706 -3.42840  -0.969
C16 -5.09208 -0.14129 -1.87281  -0.903
N2 -3.73248 -0.53118 -2.14276  0.290
H23 -2.38254 -1.58673 -3.38028  0.242
C17 -2.75883 -0.33589 -1.24488  0.402
O3 -1.58658 -0.55890 -1.60033  -0.846
H24 -5.11130 0.29955 -0.87104  0.269
H25 -3.07497 -0.00953 -0.21337  0.010
H26 -4.14537 -1.91065 -3.63353  0.353
H27 -5.72054 -1.03485 -1.91465  0.320
N3 -0.41199 2.13553 0.25452  -0.714
C18 0.38369 2.98472 0.10329  0.476
C19 0.98864 4.26669 -0.03012  0.386
C20 2.34369 4.46956 -0.30806  -0.462
C21 2.76729 5.79063 -0.43977  -0.456
C22 1.86984 6.85373 -0.30510  -0.425
C23 0.52155 6.60444 -0.02075  -0.500
C24 0.07459 5.30696 0.12344  -0.504
H28 3.03014 3.63188 -0.40893  0.519
H29 3.80577 5.99503 -0.65428  0.389
H30 2.21499 7.88469 -0.42406  0.353
H31 -0.18791 7.41060 0.08543  0.377
H32 -0.96910 5.08170 0.34328  0.390

=====

Computed, not measured: C24H32CrN4O6PTe as an isolated structure at a distorted geometry, with wB97M-V/def2-TZVPD.

Results
- ΔE to the lowest compared entry with this formula, charge and spin (kcal/mol) = 18.13
- Kohn-Sham gap (alpha / beta) (eV) = 6.87 / 7.13
- spin multiplicity = 2

Each line ends with the Mulliken spin population.
Cartesian coordinates (Å):
Cr1 0.02938 0.70513 0.44062  1.037
O1 0.19080 -0.52381 -3.83173  0.000
C1 -0.16674 -1.80244 -3.61651  0.003
C2 -0.16396 -2.66918 -4.71000  -0.001
C3 -0.52804 -3.99105 -4.56639  0.001
C4 -0.90519 -4.47847 -3.32102  0.000
C5 -0.90091 -3.63797 -2.22984  -0.001
C6 -0.52169 -2.29670 -2.34415  0.003
C7 -0.42707 -1.45712 -1.14615  -0.004
O2 -0.01805 -0.22418 -1.24506  -0.011
N1 -0.66087 -1.97504 0.03888  0.001
N2 -0.41072 -1.09616 1.02043  -0.012
C8 -0.54048 -1.46798 2.26294  0.011
C9 -0.25099 -0.65286 3.39385  0.000
C10 -0.29383 -1.23924 4.67245  -0.001
C11 -0.02822 -0.52578 5.81455  0.001
C12 0.29598 0.82756 5.72394  0.001
C13 0.33825 1.44580 4.49928  0.011
C14 0.06248 0.74337 3.30578  0.003
O3 0.12604 1.36414 2.17399  -0.015
H1 0.09957 -0.03709 -2.98520  0.003
H2 0.12756 -2.26918 -5.66877  0.000
H3 -0.52030 -4.64651 -5.42506  0.000
H4 -1.19597 -5.51274 -3.21108  0.000
H5 -1.17630 -3.99546 -1.25210  0.000
H6 -0.85212 -2.49360 2.45889  0.000
H7 -0.53243 -2.29072 4.74540  0.000
H8 -0.08222 -1.00014 6.78437  0.000
H9 0.51260 1.39480 6.61603  0.000
H10 0.57941 2.49595 4.41037  0.000
C15 2.94676 0.61448 1.80279  0.001
C16 4.45953 0.28612 1.75191  0.000
N3 4.77852 -0.46108 0.54957  0.000
C17 4.47662 0.35838 -0.60938  -0.001
C18 2.99917 0.81410 -0.57227  0.001
N4 2.28995 0.17862 0.55535  -0.022
C19 2.46801 -1.28403 0.45691  0.006
C20 3.96652 -1.66089 0.49992  0.000
H11 2.77590 1.68581 1.92553  -0.001
H12 2.47382 0.09356 2.63846  0.001
H13 4.75775 -0.30802 2.61855  0.000
H14 5.06300 1.19424 1.74611  0.000
H15 4.68036 -0.23194 -1.50387  0.000
H16 5.15479 1.21422 -0.60690  0.000
H17 2.48697 0.54913 -1.49893  0.001
H18 2.93282 1.89728 -0.44716  -0.001
H19 2.01219 -1.62986 -0.47206  -0.001
H20 1.94205 -1.74773 1.29470  -0.001
H21 4.25025 -2.22892 -0.38828  0.000
H22 4.18622 -2.26694 1.38144  0.000
C21 -3.82436 4.99752 0.04206  0.000
C22 -3.80622 3.50263 0.32527  0.000
O4 -3.38738 2.78138 -0.82846  -0.001
P1 -1.99973 1.96699 -0.82634  -0.002
O5 -2.03896 0.99597 0.33229  -0.004
Te1 0.05353 3.16807 -0.74757  -0.004
O6 -2.13334 1.22431 -2.23032  0.000
C23 -3.19051 0.27891 -2.42795  0.000
C24 -4.08986 0.75078 -3.55372  0.000
H23 -4.24558 5.52138 0.89760  0.000
H24 -4.44004 5.18715 -0.83477  0.000
H25 -2.81981 5.37335 -0.14796  0.000
H26 -4.81818 3.15204 0.56384  0.000
H27 -3.15149 3.25982 1.17076  0.000
H28 -3.75585 0.15696 -1.49870  0.000
H29 -2.72330 -0.67951 -2.67831  0.000
H30 -4.62922 1.64307 -3.24950  0.000
H31 -4.80125 -0.02807 -3.81411  0.000
H32 -3.48560 0.98738 -4.42520  0.000

=====

Computed, not measured: C24H32CsN6O4S4 as an isolated structure, with wB97M-V/def2-TZVPD.

Results
- ΔE to the lowest compared entry with this formula, charge and spin (kcal/mol) = 3.72
- Kohn-Sham gap (eV) = 6.09
- charge = -1

Each line ends with the Mulliken charge.
Cartesian coordinates (Å):
Cs1 0.22469 0.55021 2.24431  1.022
C1 -0.46804 -3.05399 4.53696  -0.828
C2 0.45739 -2.11873 5.32917  -0.916
N1 0.11152 -0.71655 5.29837  0.128
C3 -0.98739 -0.17413 6.05851  -0.928
C4 -2.39463 -0.67207 5.72531  -0.609
S1 -3.03310 -0.49380 4.02797  -0.090
C5 -3.19211 -2.21059 3.46383  -0.900
C6 -2.06220 -2.81719 2.63032  -0.400
N2 -0.73850 -2.63939 3.17977  0.182
H1 -1.41673 -3.13583 5.06552  0.222
H2 -0.01986 -4.05783 4.59386  0.352
H3 1.46908 -2.20267 4.92637  0.412
H4 0.48947 -2.53300 6.35411  0.289
H5 0.92968 -0.13655 5.41634  0.292
H6 -0.96016 0.90847 5.92378  0.428
H7 -0.88478 -0.36820 7.14366  0.274
H8 -3.07792 -0.09122 6.34703  0.457
H9 -2.52625 -1.71263 6.02064  0.301
H10 -4.09299 -2.22486 2.84886  0.444
H11 -3.41364 -2.82362 4.33921  0.430
H12 -2.06125 -2.35711 1.63966  0.112
H13 -2.33922 -3.87840 2.49450  0.254
H14 -0.02790 -2.92040 2.52019  0.271
S2 0.35343 3.61318 3.38887  -0.551
C7 -0.18021 4.01770 1.78695  0.013
C8 -0.22081 5.39487 1.44232  -0.657
C9 -0.65157 5.78206 0.19649  -0.218
C10 -1.04614 4.81441 -0.72859  -0.867
C11 -0.97329 3.49640 -0.33139  -0.087
N3 -0.55721 3.10393 0.87497  0.019
H15 0.08786 6.12321 2.17726  0.369
H16 -0.68416 6.83445 -0.06206  0.362
H17 -1.39257 5.07916 -1.71844  0.395
H18 -1.25946 2.69709 -1.01063  0.248
O1 1.55490 -2.56286 -8.43240  -0.692
S3 1.89827 -1.65893 -7.35212  1.196
O2 2.64207 -2.26568 -6.26362  -0.670
O3 2.37711 -0.34769 -7.76200  -0.691
C12 0.28071 -1.22628 -6.61391  0.054
N4 -0.70696 -0.90362 -7.45102  -0.495
C13 -1.85853 -0.55694 -6.90350  -0.311
C14 -2.05998 -0.52203 -5.52943  -0.776
C15 -0.96803 -0.85905 -4.74295  0.189
N5 0.19214 -1.20939 -5.29307  -0.198
C16 -0.99211 -0.84625 -3.26270  1.299
C17 -0.00653 -1.53594 -2.56251  -0.330
C18 -0.00481 -1.47580 -1.18081  -0.583
N6 -0.88985 -0.77388 -0.47156  -0.130
C19 -1.84520 -0.13461 -1.14307  -0.875
C20 -1.94061 -0.14428 -2.52540  -0.517
H19 -2.66377 -0.30441 -7.58680  0.406
H20 -3.02144 -0.25728 -5.11245  0.363
H21 0.75279 -2.07996 -3.10784  0.584
H22 0.76914 -1.97933 -0.61011  0.343
H23 -2.54623 0.44109 -0.54721  0.446
H24 -2.72073 0.42724 -3.00983  0.307
O4 2.64935 0.02719 1.09507  -0.796
S4 3.16160 1.26062 0.43078  0.411
C21 2.19783 1.44374 -1.10172  0.488
C22 2.86337 0.55764 -2.14224  -0.548
C23 4.35758 0.81841 -1.97949  -0.837
C24 4.65770 0.70961 -0.48204  -0.684
H25 2.23451 2.50282 -1.36874  0.480
H26 1.17285 1.19675 -0.82219  -0.578
H27 2.51436 0.78194 -3.15003  0.422
H28 2.63432 -0.49061 -1.94067  0.092
H29 4.59447 1.82114 -2.34278  0.339
H30 4.95885 0.10975 -2.54906  0.367
H31 5.51898 1.28830 -0.15321  0.407
H32 4.78084 -0.32783 -0.17338  0.296